# 1
A 2-piece molecular cluster, C4H13BN2 overall at a distorted geometry. Source: the Open Molecules 2025 dataset; level of theory: wB97M-V/def2-TZVPD.

Values from the calculation:
* energy above the lowest of the compared OMol25 structures with the same formula, charge and spin: 2.160 eV
* 2S+1: 1
* net charge: 0
* SMILES string: CBN(C)C.C=N
* HOMO level: -9.18 eV
* gap between HOMO and LUMO: 10.04 eV
* calculated total energy: -8013.8880 eV

Cartesian coordinates (Å):
N 0.802322 -0.203806 -0.043093
N -2.877581 -1.094214 0.749721
C 1.568842 -0.311119 -1.353694
C 0.698690 -1.514987 0.479943
C 1.110058 2.352072 0.310874
C -2.804367 -0.296712 -0.192746
B 0.461541 0.962010 0.615970
H 0.735205 -0.577496 -1.964676
H 0.385395 3.050139 0.698892
H -1.783493 -0.147326 -0.443252
H 0.123500 -2.142175 -0.208936
H -3.887895 -1.441781 0.896707
H 2.217673 -1.125569 -1.221324
H -3.634614 -0.078433 -0.870519
H 2.031280 2.497911 0.995854
H 0.062045 -1.588093 1.409599
H 1.276480 2.567564 -0.660834
H 1.558886 -2.186130 0.636766
H 2.117237 0.574112 -1.463881
H -0.161213 0.704041 1.628622

Forces on atoms 1 to 2 (eV/Å):
2.24 -0.24 -0.95
-2.64 -2.18 2.36

***

# 2
One molecule with the formula C9H12BrNOS at a distorted geometry. Source: the Open Molecules 2025 dataset; level of theory: wB97M-V/def2-TZVPD.

Values from the calculation:
* energy above the lowest of the compared OMol25 structures with the same formula, charge and spin: 1.126 eV
* 2S+1: 1
* net charge: 0
* SMILES string: CC(C)=[S@](N)(=O)c1ccc(Br)cc1
* HOMO level: -7.41 eV
* gap between HOMO and LUMO: 7.78 eV
* calculated total energy: -93938.6184 eV

Cartesian coordinates (Å):
Br 3.258398 -3.047304 -3.331065
S -0.884929 -0.159522 0.730346
O -0.965155 -1.183002 1.754908
N -2.418268 -0.139490 -0.097331
C 0.211390 1.464662 2.507552
C -1.090407 2.642683 0.786518
C 1.991196 -2.090388 -2.175828
C 0.620304 -2.158624 -0.275866
C -0.872831 1.341213 1.568520
C 0.603223 -0.179633 -1.712894
C 0.145662 -0.892742 -0.583422
C 1.598669 -2.703572 -1.065379
C 1.524428 -0.830611 -2.508279
H 0.353059 0.876997 -1.957270
H 0.778779 2.315860 2.332087
H -2.015949 2.595378 0.248400
H 0.179755 -2.539032 0.689726
H -1.234779 3.457513 1.467706
H -0.388054 2.852039 0.040810
H 0.790960 0.562751 2.536911
H 1.793960 -3.772585 -0.776304
H 2.072186 -0.318805 -3.343648
H -2.518770 0.451510 -0.861070
H -0.290231 1.525970 3.464549
H -3.242598 -0.071264 0.560325

Forces on atoms 1 to 2 (eV/Å):
-0.71 0.79 0.59
-3.61 2.08 0.55

***

# 3
One molecule with the formula C19H20N4O4S at a distorted geometry. Source: the Open Molecules 2025 dataset; level of theory: wB97M-V/def2-TZVPD.

Values from the calculation:
* energy above the lowest of the compared OMol25 structures with the same formula, charge and spin: 3.253 eV
* 2S+1: 1
* net charge: 0
* SMILES string: Cc1cccc(NC(=O)C2CCN(S(=O)(=O)c3cccc4nonc34)CC2)c1
* HOMO level: -8.59 eV
* gap between HOMO and LUMO: 7.71 eV
* calculated total energy: -45011.0900 eV

Cartesian coordinates (Å):
S -3.244435 -1.499123 0.172121
O -3.278413 -2.589122 -0.761804
O -5.034564 2.437110 1.743901
O 1.412463 0.613572 -0.070910
O -3.377794 -1.795376 1.568437
N -1.931085 -0.529473 -0.154780
N -4.330965 1.334377 1.506212
N -6.017463 2.636043 0.877000
N 2.951586 -0.883997 0.674559
C -0.935006 -1.088919 -1.042926
C 0.619735 -1.444992 0.915859
C 6.648514 0.861472 -0.177281
C 5.339512 -0.943529 0.704632
C -1.352233 0.152945 0.985281
C 6.570027 -0.378834 0.429431
C 1.681407 -0.446311 0.454655
C -0.048036 -2.092677 -0.308699
C 5.490327 1.551511 -0.515548
C 5.576051 2.888920 -1.185449
C 4.255250 0.983734 -0.239461
C -6.426549 0.172971 -1.781217
C -4.870727 0.778124 0.438686
C -5.970253 1.627221 0.027629
C -0.445697 -0.773080 1.795079
C 4.171376 -0.262701 0.370120
C -6.752306 1.307766 -1.100175
C -4.579438 -0.387248 -0.291366
C -5.353684 -0.663289 -1.376687
H -6.995704 -0.114087 -2.652035
H 7.613115 1.298776 -0.389042
H 6.301942 3.524568 -0.681881
H 1.102734 -2.232856 1.505333
H -1.067471 -1.548556 2.246176
H 3.057664 -1.786639 1.117280
H -2.174058 0.510696 1.605496
H -0.780334 1.001542 0.602599
H -7.567441 1.950446 -1.388620
H 3.350541 1.508603 -0.495718
H 0.709271 -2.485442 -0.990783
H 7.472458 -0.910644 0.692381
H -0.678174 -2.919415 0.027688
H -1.463740 -1.580983 -1.859059
H -5.134867 -1.561799 -1.932610
H 0.033578 -0.201674 2.592015
H -0.337781 -0.261199 -1.433409
H 4.609858 3.385822 -1.184478
H 5.899808 2.768475 -2.219331
H 5.280999 -1.912742 1.180720

Forces on atoms 1 to 2 (eV/Å):
-0.40 0.37 -0.39
0.14 0.22 -0.17